No. 1
The following is a DFT calculation (ωB97M-V with the def2-TZVPD basis set) of 9 unconnected molecules or ions with the total composition C44H113N11O16 at a distorted geometry.

Last column: Löwdin charge in e.
Positions of all 184 atoms, in Å:
C1 0.765 1.123 -9.652  -0.1172
O1 0.649 1.566 -8.312  -0.1924
C2 -0.655 1.295 -7.818  -0.2392
C3 -0.851 1.705 -6.383  -0.2073
N1 0.157 1.068 -5.498  -0.0449
C4 0.041 1.613 -4.103  -0.1682
C5 1.217 1.014 -3.303  -0.2648
O2 2.407 1.557 -3.688  -0.1808
C6 3.555 1.043 -3.131  -0.1108
H1 0.465 0.063 -9.664  0.0828
H2 1.832 1.103 -9.983  0.1039
H3 0.103 1.575 -10.336  0.0640
H4 -0.769 0.250 -7.978  0.1030
H5 -1.360 1.827 -8.485  0.1279
H6 -1.860 1.347 -6.118  0.1220
H7 -0.857 2.772 -6.290  0.1035
H8 1.106 1.258 -5.842  0.1069
H9 -0.934 1.254 -3.701  0.0992
H10 -0.014 2.711 -4.090  0.1128
H11 1.187 -0.099 -3.222  0.1228
H12 1.085 1.262 -2.235  0.1006
H13 3.505 -0.032 -3.308  0.0899
H14 3.666 1.372 -2.086  0.0752
H15 4.365 1.360 -3.754  0.0785
C7 -0.483 -1.155 -0.961  -0.1366
O3 -1.357 -1.499 -2.015  -0.1718
C8 -1.152 -2.852 -2.383  -0.2511
C9 -1.578 -3.076 -3.801  -0.2122
N2 -1.716 -4.496 -4.106  -0.0739
C10 -1.718 -4.821 -5.502  -0.2451
C11 -1.038 -6.160 -5.798  -0.2269
O4 -1.226 -6.397 -7.190  -0.1988
C12 -0.799 -7.597 -7.842  -0.0759
H16 -0.705 -1.705 -0.043  0.0755
H17 -0.536 -0.076 -0.768  0.0823
H18 0.608 -1.326 -1.131  0.0850
H19 -1.678 -3.588 -1.757  0.1291
H20 -0.083 -3.105 -2.272  0.1086
H21 -0.834 -2.578 -4.522  0.1408
H22 -2.544 -2.555 -3.920  0.1265
H23 -0.986 -5.109 -3.676  0.1081
H24 -1.172 -4.056 -6.201  0.1483
H25 -2.704 -4.822 -5.898  0.1012
H26 -1.421 -7.039 -5.189  0.1415
H27 0.011 -6.006 -5.540  0.1147
H28 0.198 -7.910 -7.546  0.0887
H29 -0.874 -7.457 -8.877  0.0722
H30 -1.424 -8.366 -7.563  0.0546
C13 6.626 -8.457 2.204  -0.0907
O5 7.281 -7.696 3.173  -0.1917
C14 6.765 -6.577 3.721  -0.2591
C15 6.738 -5.290 2.858  -0.2016
N3 6.092 -4.253 3.619  -0.0673
C16 6.765 -3.019 3.725  -0.2332
C17 5.957 -2.007 4.525  -0.2250
O6 4.954 -1.318 3.805  -0.2065
C18 5.498 -0.273 3.048  -0.1236
H31 7.287 -9.175 1.801  0.0778
H32 6.265 -7.809 1.401  0.0789
H33 5.729 -8.843 2.690  0.0904
H34 7.347 -6.403 4.597  0.1128
H35 5.710 -6.825 4.033  0.1357
H36 6.273 -5.588 1.925  0.0975
H37 7.764 -5.014 2.553  0.1281
H38 5.176 -4.120 3.207  0.1017
H39 6.972 -2.493 2.730  0.1336
H40 7.673 -3.168 4.312  0.1264
H41 6.608 -1.253 4.937  0.1036
H42 5.332 -2.480 5.352  0.1494
H43 6.099 0.379 3.680  0.0833
H44 4.676 0.376 2.663  0.0999
H45 6.103 -0.627 2.233  0.0695
C19 -8.260 3.786 0.238  -0.1270
O7 -7.559 2.637 -0.053  -0.2128
C20 -7.592 2.228 -1.399  -0.2343
C21 -7.105 0.780 -1.288  -0.1818
N4 -5.649 0.808 -0.937  -0.0582
C22 -4.943 0.907 -2.240  -0.2118
C23 -3.548 1.500 -2.175  -0.2278
O8 -3.677 2.758 -1.505  -0.1943
C24 -2.415 3.356 -1.072  -0.0609
H46 -7.896 4.629 -0.337  0.0836
H47 -8.228 3.988 1.300  0.0889
H48 -9.298 3.705 -0.111  0.0884
H49 -6.925 2.946 -1.865  0.1192
H50 -8.582 2.262 -1.929  0.1358
H51 -7.263 0.254 -2.273  0.1235
H52 -7.690 0.297 -0.421  0.1409
H53 -5.539 1.673 -0.415  0.0862
H54 -5.499 1.586 -2.918  0.1112
H55 -4.857 -0.079 -2.775  0.1332
H56 -3.083 1.597 -3.147  0.1030
H57 -2.881 0.852 -1.592  0.0941
H58 -1.789 3.701 -1.865  0.0779
H59 -1.958 2.685 -0.351  0.0727
H60 -2.726 4.122 -0.396  0.0592
C25 0.936 -5.854 -1.149  -0.0961
O9 1.444 -5.175 -0.010  -0.2208
C26 2.656 -4.518 -0.383  -0.2331
C27 3.310 -3.857 0.774  -0.2109
N5 2.348 -2.977 1.446  -0.0522
C28 1.145 -3.597 2.168  -0.1569
C29 0.659 -2.668 3.272  -0.2435
O10 -0.478 -3.242 3.873  -0.1901
C30 -0.831 -2.597 5.086  -0.1009
H61 -0.065 -6.171 -0.781  0.1156
H62 1.649 -6.617 -1.342  0.0768
H63 0.834 -5.255 -2.021  0.0510
H64 2.334 -3.774 -1.136  0.1206
H65 3.218 -5.212 -0.992  0.1122
H66 4.236 -3.322 0.513  0.1305
H67 3.530 -4.620 1.565  0.1112
H68 2.874 -2.279 1.993  0.0950
H69 1.456 -4.611 2.683  0.1500
H70 0.391 -3.836 1.449  0.0822
H71 0.351 -1.676 2.814  0.1073
H72 1.460 -2.544 3.989  0.1185
H73 -1.275 -1.656 4.837  0.0410
H74 -0.036 -2.552 5.838  0.1030
H75 -1.573 -3.237 5.456  0.0732
C31 4.403 4.495 1.087  -0.1111
O11 3.031 4.855 1.024  -0.2290
C32 2.715 5.418 -0.266  -0.2099
C33 1.250 5.661 -0.346  -0.2392
N6 0.746 6.677 0.562  -0.0537
C34 -0.614 7.015 0.234  -0.2414
C35 -1.181 7.851 1.302  -0.2731
O12 -1.474 7.283 2.542  -0.1847
C36 -1.839 8.254 3.453  -0.1337
H76 4.627 4.196 2.103  0.0825
H77 5.038 5.342 0.744  0.0939
H78 4.704 3.631 0.497  0.0791
H79 3.062 4.728 -1.107  0.1492
H80 3.300 6.347 -0.330  0.1225
H81 0.753 4.656 -0.206  0.1246
H82 1.025 5.986 -1.306  0.0975
H83 0.847 6.266 1.523  0.1372
H84 -1.131 6.062 -0.062  0.1187
H85 -0.599 7.645 -0.681  0.1362
H86 -2.080 8.308 0.857  0.1268
H87 -0.465 8.703 1.362  0.1365
H88 -0.970 8.963 3.566  0.1040
H89 -2.147 7.823 4.446  0.1055
H90 -2.686 8.803 3.057  0.0781
C37 -2.636 0.486 6.753  -0.0770
O13 -1.838 1.336 5.953  -0.1919
C38 -0.575 0.897 5.718  -0.2818
C39 0.141 1.950 4.911  -0.1571
N7 -0.677 2.356 3.711  -0.0760
C40 -1.543 3.542 3.822  -0.1803
C41 -2.412 3.851 2.629  -0.2438
O14 -3.475 3.010 2.351  -0.2290
C42 -4.506 3.053 3.357  -0.0378
H91 -3.565 1.016 6.938  0.0853
H92 -2.039 0.172 7.679  0.1108
H93 -2.847 -0.446 6.199  0.0834
H94 -0.408 -0.053 5.152  0.1027
H95 -0.065 0.754 6.688  0.1305
H96 1.124 1.670 4.574  0.1044
H97 0.335 2.840 5.502  0.1143
H98 -1.138 1.481 3.464  0.0693
H99 -0.822 4.428 3.903  0.1407
H100 -2.146 3.518 4.791  0.1186
H101 -1.814 3.978 1.693  0.1213
H102 -2.861 4.781 2.811  0.0921
H103 -5.009 4.016 3.134  0.1029
H104 -4.100 3.061 4.363  0.0762
H105 -5.124 2.220 3.167  0.0776
N8 1.318 0.176 1.339  0.1590
C43 1.713 1.424 0.829  -0.6133
N9 1.112 2.499 1.455  0.1499
O15 2.522 1.598 -0.110  -0.0252
H106 0.435 0.184 1.793  0.0441
H107 1.505 -0.495 0.571  0.0785
H108 0.560 2.283 2.328  0.0567
H109 1.647 3.406 1.430  0.0898
N10 -3.325 0.400 1.049  0.2015
C44 -2.759 -0.600 1.766  -0.6881
N11 -2.986 -1.859 1.515  0.2093
O16 -1.912 -0.252 2.588  -0.0106
H110 -3.986 0.201 0.314  0.0584
H111 -3.342 1.354 1.438  0.0853
H112 -2.391 -2.476 2.009  0.0964
H113 -3.321 -2.181 0.647  0.1018

The calculation puts the total energy at -3550.02680 Ha. The SMILES is COCCNCCOC.COCCNCCOC.COCCNCCOC.COCCNCCOC.COCCNCCOC.COCCNCCOC.COCCNCCOC.NC(N)=O.NC(N)=O. Its spin multiplicity is 1. The lowest unoccupied orbital energy is 0.6580 eV. The value obtained for the maximum force is 4.36 eV/A.



No. 2
The following is a DFT calculation (ωB97M-V with the def2-TZVPD basis set) of 10 unconnected molecules or ions with the total composition C44H113N5O16 at a distorted geometry.

Last column: Löwdin charge in e.
Positions of all 178 atoms, in Å:
C1 1.710 -10.151 0.310  -0.1400
O1 1.928 -8.835 -0.133  -0.1826
C2 0.897 -7.903 0.246  -0.2027
C3 1.073 -6.651 -0.602  -0.2168
N1 -0.061 -5.759 -0.390  -0.0432
C4 0.066 -4.640 -1.331  -0.2174
C5 -1.070 -3.650 -1.224  -0.2476
O2 -2.267 -4.212 -1.644  -0.1876
C6 -3.373 -3.394 -1.452  -0.1194
H1 0.753 -10.616 0.073  0.0798
H2 1.803 -10.226 1.393  0.0815
H3 2.391 -10.906 -0.083  0.0826
H4 1.038 -7.677 1.303  0.1223
H5 -0.107 -8.316 0.148  0.1182
H6 1.098 -6.992 -1.637  0.1165
H7 2.038 -6.169 -0.447  0.1155
H8 -0.928 -6.253 -0.546  0.1069
H9 0.141 -4.943 -2.375  0.1154
H10 0.958 -4.064 -1.085  0.1093
H11 -0.739 -2.852 -1.888  0.1106
H12 -1.145 -3.420 -0.161  0.1313
H13 -3.210 -2.462 -1.993  0.0747
H14 -3.552 -3.156 -0.404  0.0875
H15 -4.271 -3.830 -1.890  0.0843
C7 -8.897 -0.144 5.469  -0.0900
O3 -7.666 -0.232 4.726  -0.1932
C8 -7.796 -0.950 3.520  -0.2409
C9 -6.395 -1.228 2.951  -0.2251
N2 -5.682 0.007 2.693  -0.0587
C10 -4.318 -0.281 2.222  -0.1889
C11 -3.391 0.968 2.283  -0.1505
O4 -3.571 1.790 3.481  -0.1910
C12 -2.731 2.878 3.764  -0.1077
H16 -8.596 0.429 6.347  0.0883
H17 -9.215 -1.132 5.802  0.0787
H18 -9.746 0.252 4.911  0.0836
H19 -8.472 -0.460 2.819  0.1223
H20 -8.145 -1.970 3.682  0.1124
H21 -6.531 -1.779 2.021  0.1184
H22 -5.857 -1.852 3.664  0.1162
H23 -5.605 0.527 3.555  0.0960
H24 -4.364 -0.887 1.317  0.1125
H25 -3.851 -0.937 2.957  0.1028
H26 -3.614 1.488 1.351  0.1020
H27 -2.364 0.603 2.306  0.0993
H28 -2.735 3.603 2.949  0.0594
H29 -1.689 2.621 3.953  0.0668
H30 -3.172 3.394 4.617  0.0963
C13 7.568 -3.340 1.587  -0.0938
O5 6.528 -3.032 0.681  -0.2174
C14 5.554 -4.024 0.488  -0.2139
C15 4.349 -3.291 -0.100  -0.2239
N3 4.062 -2.122 0.684  -0.0440
C16 3.292 -1.062 -0.033  -0.1638
C17 3.466 0.275 0.686  -0.2630
O6 4.709 0.807 0.400  -0.1700
C18 4.929 2.053 1.095  -0.0701
H31 8.287 -2.523 1.634  0.0842
H32 8.098 -4.208 1.194  0.0892
H33 7.194 -3.378 2.610  0.0898
H34 5.219 -4.556 1.379  0.1243
H35 6.001 -4.685 -0.255  0.1236
H36 3.416 -3.848 -0.185  0.1029
H37 4.628 -3.049 -1.125  0.1113
H38 4.962 -1.762 0.968  0.0915
H39 2.231 -1.257 -0.191  0.0950
H40 3.754 -0.846 -0.996  0.1078
H41 3.195 0.251 1.741  0.1120
H42 2.710 0.948 0.280  0.0954
H43 5.873 2.486 0.765  0.0884
H44 4.955 1.926 2.178  0.0841
H45 4.174 2.787 0.812  0.0649
C19 0.722 0.106 3.606  -0.1113
O7 1.421 1.222 3.168  -0.2190
C20 1.697 2.272 4.057  -0.2176
C21 2.646 1.858 5.205  -0.1925
N4 2.733 2.901 6.263  -0.0423
C22 3.874 2.570 7.201  -0.1837
C23 4.211 3.834 8.030  -0.2354
O8 3.065 3.978 8.865  -0.2078
C24 3.113 5.206 9.628  -0.0817
H46 1.392 -0.394 4.306  0.0792
H47 0.626 -0.575 2.760  0.0956
H48 -0.213 0.272 4.140  0.0925
H49 0.857 2.876 4.401  0.1043
H50 2.156 3.029 3.422  0.0958
H51 3.612 1.518 4.831  0.1156
H52 2.170 1.012 5.701  0.1055
H53 1.940 2.664 6.841  0.0957
H54 4.732 2.219 6.627  0.1066
H55 3.656 1.767 7.905  0.1159
H56 4.342 4.748 7.450  0.1113
H57 5.186 3.671 8.489  0.1131
H58 3.370 6.032 8.965  0.0835
H59 3.787 5.053 10.470  0.0849
H60 2.114 5.351 10.039  0.0837
C25 -2.929 -5.115 -4.738  -0.0698
O9 -2.564 -4.111 -5.709  -0.1903
C26 -1.896 -2.987 -5.189  -0.2257
C27 -1.535 -2.200 -6.455  -0.1827
N5 -0.718 -1.009 -6.213  -0.0598
C28 -1.194 -0.076 -5.127  -0.1229
C29 -2.588 0.566 -5.579  -0.2322
O10 -2.454 1.297 -6.768  -0.1860
C30 -3.657 2.054 -7.090  -0.0651
H61 -1.992 -5.393 -4.255  0.0765
H62 -3.294 -6.071 -5.112  0.0845
H63 -3.656 -4.740 -4.017  0.0711
H64 -0.977 -3.257 -4.669  0.1163
H65 -2.546 -2.475 -4.480  0.1132
H66 -2.474 -1.924 -6.935  0.1126
H67 -1.053 -2.878 -7.159  0.1282
H68 -0.840 -0.563 -7.110  0.1106
H69 -0.501 0.764 -5.083  0.1084
H70 -1.300 -0.433 -4.103  0.0960
H71 -2.972 1.165 -4.753  0.0856
H72 -3.408 -0.147 -5.670  0.1136
H73 -3.433 2.949 -7.671  0.0859
H74 -4.123 2.479 -6.201  0.0702
H75 -4.319 1.369 -7.619  0.0891
C31 1.767 -1.567 -3.658  -0.0147
C32 2.397 -0.739 -4.825  -0.5391
C33 3.841 -0.690 -4.951  -0.0781
O11 2.080 -1.292 -6.051  -0.0575
H76 0.686 -1.593 -3.793  0.0378
H77 1.977 -1.053 -2.720  0.0548
H78 2.145 -2.589 -3.670  0.0854
H79 2.024 0.283 -4.758  0.1217
H80 4.332 -1.663 -4.959  0.0928
H81 4.195 -0.103 -4.103  0.0667
H82 4.144 -0.104 -5.819  0.0915
H83 1.134 -1.453 -6.077  0.0292
C34 1.420 3.430 -2.791  -0.0357
C35 2.714 4.102 -3.166  -0.5236
C36 3.945 3.234 -2.889  -0.0338
O12 2.682 4.426 -4.506  -0.0354
H84 1.403 2.958 -1.808  0.0632
H85 1.225 2.690 -3.568  0.0768
H86 0.605 4.154 -2.806  0.0823
H87 2.766 5.068 -2.665  0.1290
H88 4.006 2.859 -1.867  0.0603
H89 4.893 3.757 -3.009  0.0795
H90 3.959 2.289 -3.433  0.0717
H91 3.559 4.643 -4.830  0.0926
C37 -4.604 3.917 -0.647  -0.0445
C38 -4.515 2.911 -1.797  -0.4656
C39 -3.940 3.579 -3.003  -0.0608
O13 -3.642 1.874 -1.390  -0.0782
H92 -4.840 4.930 -0.971  0.0758
H93 -3.729 4.026 -0.007  0.0676
H94 -5.374 3.552 0.033  0.0801
H95 -5.445 2.390 -2.025  0.1439
H96 -3.053 4.187 -2.826  0.0859
H97 -4.621 4.307 -3.443  0.0834
H98 -3.673 2.850 -3.768  0.0479
H99 -2.829 2.266 -1.064  0.0288
C40 -0.348 4.904 2.521  -0.0321
C41 0.530 5.439 1.362  -0.4615
C42 1.832 4.710 1.229  -0.0589
O14 -0.108 5.188 0.145  -0.0640
H100 -0.184 3.842 2.706  0.0498
H101 -1.423 5.019 2.386  0.0650
H102 -0.062 5.409 3.443  0.0896
H103 0.737 6.506 1.450  0.1412
H104 2.407 5.267 0.490  0.0873
H105 1.850 3.639 1.031  0.0690
H106 2.400 4.877 2.144  0.0841
H107 -0.863 5.760 -0.010  0.1121
O15 -1.805 -0.435 -0.494  -0.0687
C43 -0.621 0.337 -0.797  -0.1959
C44 -0.317 1.536 0.116  -0.1783
O16 -1.157 2.655 -0.325  -0.0911
H108 -2.537 0.022 -0.915  0.0494
H109 0.221 -0.341 -0.660  0.0923
H110 -0.590 0.643 -1.843  0.1156
H111 0.748 1.766 0.083  0.0772
H112 -0.365 1.327 1.185  0.0945
H113 -0.686 3.467 -0.121  0.0295

The calculation puts the total energy at -3221.48231 Ha. The SMILES is COCCNCCOC.COCCNCCOC.COCCNCCOC.COCCNCCOC.COCCNCCOC.CC(C)O.CC(C)O.CC(C)O.CC(C)O.OCCO. Its spin multiplicity is 1. The lowest unoccupied orbital energy is 0.3884 eV. The value obtained for the maximum force is 3.42 eV/A.



Q: Among the records above, which one has the lowest maximum force?
A: C44H113N5O16